Here is an isolated molecule of C4H9NO2 from OMol25. Energies are from the ωB97M-V functional and the def2-TZVPD basis.

The geometry in XYZ format:
```
16
Properties=species:S:1:pos:R:3:forces:R:3:mulliken_charge:R:1
O -0.55889 2.17480 0.61936 0.2283 0.0786 1.0259 -0.41
C 0.45785 1.63125 0.30608 1.8378 1.3065 -3.4805 -0.09
C 0.42380 0.42758 -0.69060 0.0465 -1.3228 1.3941 0.48
C 1.75333 -0.31732 -1.01280 0.0134 1.0790 -0.1891 -1.23
N -0.60764 -0.48672 -0.22743 -0.6269 0.5882 -0.7922 -0.22
C -1.27465 -0.42441 1.03720 -1.0544 0.3429 0.2878 -0.29
O -1.90663 -1.69057 1.17020 1.8245 -1.2981 0.6133 -0.58
H 1.50669 2.22605 0.22850 -1.6778 -1.1208 0.9647 0.25
H 0.15421 0.88668 -1.65289 -0.3252 0.3133 0.2694 0.17
H 1.45248 -1.29743 -1.43579 0.5963 0.5529 0.2348 0.32
H 2.45367 -0.40221 -0.16603 -0.5273 -0.3495 -0.1191 0.28
H 2.29667 0.30163 -1.76999 -0.3316 -0.7424 0.3467 0.34
H -0.69766 -1.41579 -0.58765 0.2767 -0.0692 -0.4610 0.21
H -2.10957 0.26714 1.21592 0.4396 0.6436 -0.7589 0.19
H -0.48446 -0.11414 1.75727 -0.6840 -1.0539 0.6483 0.25
H -2.85919 -1.76652 1.20864 -0.0357 1.0516 0.0159 0.33
```
Forces are in eV/Å.

Values from the calculation:
Lowest unoccupied orbital energy (eV): 0.57
Gap between HOMO and LUMO (Ha): 0.328
HOMO energy (eV): -8.355
E_tot (Ha): -362.96594
Spin multiplicity: 1
ΔE to the lowest compared entry with this formula, charge and spin (kJ/mol): 313.99
SMILES: C[C@H](C=O)NCO